DFT (ωB97M-V with the def2-TZVPD basis set) results for C2H3BeO2 as an isolated structure.

The geometry in XYZ format:
```
8
Properties=species:S:1:pos:R:3
C -1.51801 0.97986 -0.98377
O -1.45692 1.94769 -1.58122
H -0.65199 -0.02406 0.62979
H -0.31663 -1.15449 -0.36772
C 0.30882 -0.77012 0.58347
O 1.57053 -0.36831 0.24869
Be 1.76434 0.84505 0.01823
H 0.29986 -1.45561 1.45254
```

## Properties
- LUMO level: -8.57 eV
- Energy relative to the best compared isomer or geometry (same formula, charge and spin): 16.3 kcal per mole
- Charge: +1
- HOMO energy: -15.43 eV

***

DFT (ωB97M-V with the def2-TZVPD basis set) results for C34H35BN8O2Zn as an isolated structure.

The geometry in XYZ format:
```
81
Properties=species:S:1:pos:R:3
Zn 0.45458 -0.40104 -0.15773
C -3.78586 2.91010 -1.15429
C -2.86344 2.26355 -0.17767
C -2.90676 2.29280 1.19675
C -1.83107 1.49541 1.62034
N -1.15923 1.04772 0.55826
N -1.80650 1.51212 -0.54390
B -1.44246 1.05110 -1.99313
N -1.65659 -0.46965 -2.05358
N -1.33529 -1.19157 -0.95668
C -1.81018 -2.41564 -1.12654
C -2.48534 -2.49010 -2.35311
C -2.36452 -1.23281 -2.91004
C -2.86581 -0.72550 -4.21840
C -1.63750 -3.43297 -0.08489
C -1.35568 -3.05421 1.22583
C -1.20632 -4.00863 2.21791
C -1.34494 -5.35532 1.91416
C -1.62149 -5.74008 0.60974
C -1.76383 -4.78601 -0.38356
N 0.03658 1.45166 -2.26964
N 0.91418 1.34255 -1.24423
C 1.90992 2.19398 -1.47749
C 1.71679 2.80839 -2.72181
C 0.50315 2.33171 -3.17663
C -0.23620 2.69350 -4.41770
C 2.84472 2.62079 -0.42604
C 2.32926 2.88693 0.84280
C 3.13094 3.44118 1.82756
C 4.45921 3.73824 1.55574
C 4.97391 3.48995 0.29229
C 4.16985 2.94414 -0.69708
C -1.46529 1.16516 3.00617
C -0.43511 0.27900 3.29950
C -0.10287 -0.02439 4.60962
C -0.80516 0.55433 5.65686
C -1.84435 1.42980 5.37834
C -2.17302 1.72976 4.06667
H -4.53513 3.48725 -0.61722
H -4.29632 2.16657 -1.76551
H -3.24813 3.57965 -1.82448
H -3.63127 2.80723 1.80031
H -2.14433 1.60214 -2.78361
H -2.99646 -3.33398 -2.77870
H -3.40297 -1.51811 -4.73484
H -2.03886 -0.40464 -4.85240
H -3.53639 0.12400 -4.08931
H -1.27731 -2.00272 1.47504
H -0.99276 -3.70059 3.23285
H -1.24097 -6.10125 2.69073
H -1.71714 -6.79005 0.36663
H -1.94057 -5.09038 -1.40607
H 2.34228 3.54416 -3.19436
H 0.34648 3.40968 -4.99241
H -1.20440 3.13481 -4.18400
H -0.41444 1.81587 -5.03810
H 1.27768 2.69887 1.03276
H 2.71362 3.65190 2.80424
H 5.08523 4.17672 2.32029
H 6.00617 3.73118 0.07557
H 4.57936 2.75301 -1.68101
H 0.10388 -0.20073 2.49706
H 0.70357 -0.71823 4.80742
H -0.54979 0.31858 6.68095
H -2.40384 1.88210 6.18668
H -2.98771 2.41184 3.86632
C 4.33338 -1.90565 1.31797
C 2.93448 -1.71825 0.81928
N 2.15121 -0.80397 1.29376
O 2.75714 -0.06373 2.32929
C 2.43664 -2.57353 -0.23134
C 3.04024 -3.90317 -0.55136
N 1.37493 -2.14970 -0.87200
O 0.85858 -2.86806 -1.77804
H 4.78704 -0.93531 1.50612
H 4.92119 -2.45603 0.58908
H 4.33792 -2.45174 2.26251
H 2.20043 0.71906 2.44315
H 3.61470 -4.29175 0.28743
H 3.68393 -3.86536 -1.43372
H 2.22848 -4.59306 -0.78596
```

## Properties
- LUMO level: 0.59 eV
- Charge: 0
- HOMO energy: -7.29 eV

***

DFT (ωB97M-V with the def2-TZVPD basis set) results for a 6-piece molecular cluster, C22H45N5O8 overall.

The geometry in XYZ format:
```
80
Properties=species:S:1:pos:R:3
O -3.80885 0.68719 3.07624
C -3.09911 0.47088 2.13429
C -3.47116 0.20473 0.69862
C -2.26099 -0.53269 0.14275
C -1.11619 -0.06423 1.06353
C -0.05675 0.88513 0.54332
C -0.65906 2.19870 0.07881
C -0.34275 2.67873 -1.26591
O -1.67397 2.08781 -0.88261
O -1.74701 0.50477 2.23876
H -4.43835 -0.28352 0.61567
H -3.54997 1.19501 0.23614
H -2.08698 -0.27596 -0.89993
H -2.37284 -1.61367 0.17171
H -0.59308 -0.96164 1.40555
H 0.60675 1.13158 1.37283
H 0.49754 0.42986 -0.27736
H -0.76328 2.96676 0.83757
H -0.58498 3.67279 -1.61497
H 0.10560 1.99462 -1.97557
C -2.13274 -6.79987 -0.77591
N -2.02189 -5.35115 -0.76773
C -2.36243 -4.47202 -1.73982
C -2.94037 -5.03804 -3.01872
O -2.20947 -3.26850 -1.59017
H -2.78729 -7.14237 0.02612
H -1.16474 -7.27581 -0.63690
H -2.55015 -7.13321 -1.72073
H -1.64580 -4.91434 0.05936
H -3.15529 -4.20556 -3.68125
H -2.23514 -5.71277 -3.50524
H -3.86038 -5.59014 -2.82409
C -4.63082 3.71514 2.75701
N -4.68806 4.57859 1.59080
C -4.86441 5.92273 1.54268
C -5.03063 6.64667 2.86262
O -4.88680 6.52236 0.48020
H -3.67189 3.20133 2.81592
H -5.41521 2.95933 2.72881
H -4.75488 4.30738 3.65825
H -4.58271 4.15415 0.68195
H -5.15927 7.70244 2.64525
H -5.90326 6.28181 3.40540
H -4.15467 6.51358 3.49849
C 2.93074 6.40730 2.61604
N 2.67761 4.99643 2.41297
C 2.32342 4.36815 1.26130
C 2.15599 5.22275 0.03013
O 2.16078 3.15574 1.24272
H 3.95136 6.57726 2.96287
H 2.24312 6.82868 3.35155
H 2.80194 6.94294 1.68137
H 2.76955 4.37556 3.20169
H 1.88189 4.57092 -0.79421
H 1.37122 5.96746 0.17209
H 3.09372 5.72657 -0.20669
C 7.77029 4.70395 -3.19140
N 6.74599 5.54350 -2.60796
C 5.87613 5.23722 -1.61173
C 5.95591 3.85194 -1.01042
O 5.05879 6.05704 -1.22364
H 8.76032 5.14466 -3.06335
H 7.59692 4.55591 -4.25852
H 7.76906 3.73078 -2.71106
H 6.63765 6.48012 -2.96478
H 5.19408 3.77369 -0.24026
H 5.77596 3.08468 -1.76423
H 6.93517 3.67145 -0.56554
C 1.77512 -11.26533 -1.79779
N 0.81924 -10.30720 -1.28377
C -0.10532 -10.48389 -0.30342
C -0.17094 -11.84312 0.35539
O -0.85009 -9.57590 0.02748
H 2.79858 -10.91520 -1.65446
H 1.61980 -11.44295 -2.86315
H 1.66635 -12.21191 -1.27844
H 0.81604 -9.38194 -1.68348
H -0.95413 -11.80884 1.10590
H -0.40376 -12.62270 -0.37073
H 0.77526 -12.09434 0.83577
```

## Properties
- LUMO level: 0.58 eV
- Charge: 0
- HOMO energy: -8.93 eV

***

DFT (ωB97M-V with the def2-TZVPD basis set) results for C39H36ClCrN3Si2 as an isolated structure.

The geometry in XYZ format:
```
82
Properties=species:S:1:pos:R:3
C 4.48101 -2.23190 2.31630
C 4.44822 -1.38126 1.18287
C 3.74738 -0.20714 1.53741
H 4.87915 -1.59580 0.21879
C 3.34297 -0.32747 2.88663
C 3.79865 -1.57816 3.36614
H 3.64721 -1.96847 4.35896
H 4.94597 -3.20254 2.36782
H 3.54509 0.63770 0.90257
H 2.76702 0.40058 3.43134
Cr 2.30322 -1.96267 1.69245
Si 0.54086 -0.58808 0.53676
C 0.76521 -0.40302 -1.34212
C -0.32025 -0.38487 -2.22156
H -1.32630 -0.43627 -1.82221
C -0.14053 -0.30650 -3.59633
H -1.00054 -0.30018 -4.25482
C 1.13946 -0.22787 -4.12789
H 1.28286 -0.16317 -5.19901
C 2.23430 -0.22856 -3.27338
H 3.23686 -0.16343 -3.67853
C 2.04382 -0.32335 -1.90220
H 2.90875 -0.35374 -1.25101
C 0.52347 1.18930 1.21781
C 0.96905 2.28017 0.46746
H 1.25003 2.13559 -0.56835
C 1.05083 3.55399 1.01634
H 1.39862 4.38019 0.40815
C 0.67797 3.77287 2.33420
H 0.73940 4.76479 2.76335
C 0.22857 2.70377 3.09937
H -0.06908 2.86227 4.12896
C 0.16064 1.43414 2.54656
H -0.17790 0.61271 3.16657
H -0.91039 -1.01618 0.62916
Si -4.87740 2.08138 -2.09244
C -4.41310 3.54503 -1.03720
C -4.10368 4.76181 -1.65134
H -4.07699 4.83123 -2.73165
C -3.81095 5.88627 -0.89382
H -3.56811 6.81931 -1.38529
C -3.82332 5.81227 0.49147
H -3.59258 6.68833 1.08367
C -4.12923 4.61116 1.11651
H -4.13496 4.54831 2.19666
C -4.42323 3.48823 0.35825
H -4.64651 2.55424 0.85743
C -4.02004 2.14051 -3.73914
C -2.63822 2.33405 -3.81940
H -2.05549 2.44335 -2.91282
C -2.00067 2.38995 -5.04807
H -0.92967 2.53761 -5.09503
C -2.73607 2.25583 -6.21893
H -2.23811 2.30023 -7.17874
C -4.10846 2.06539 -6.15696
H -4.68324 1.96041 -7.06754
C -4.74471 2.00732 -4.92496
H -5.81654 1.85435 -4.88834
H -6.33825 1.98689 -2.31797
Cl -4.35192 0.34135 -1.05922
N 1.96576 -5.11986 2.71710
C 2.28850 -4.94935 1.34227
C 2.44345 -6.11717 0.57169
C 2.70659 -6.02800 -0.78926
C 2.82444 -4.77787 -1.38050
C 2.68492 -3.63658 -0.59276
N 2.42270 -3.72376 0.74207
C 1.43416 -4.14555 3.60241
C 0.88993 -4.60395 4.82051
C 0.33193 -3.70640 5.72412
C 0.32039 -2.35598 5.41770
C 0.87229 -1.92998 4.21361
N 1.41582 -2.80596 3.31867
H 1.95499 -6.09333 3.06243
H 2.34059 -7.09728 1.02269
H 2.81228 -6.92648 -1.38317
H 3.02627 -4.69208 -2.43992
H 2.79136 -2.67217 -1.05049
H 0.89466 -5.65774 5.06933
H -0.08263 -4.05634 6.66060
H -0.09449 -1.63845 6.11475
H 0.90596 -0.88798 4.01248
```

## Properties
- Multiplicity: 5
- LUMO level (spin up / spin down): 0.11 / -0.04 eV
- Energy relative to the best compared isomer or geometry (same formula, charge and spin): 0.0 kcal per mole
- Charge: 0
- <S²>: 6.105
- HOMO energy (spin up / spin down): -4.09 / -7.79 eV

***

DFT (ωB97M-V with the def2-TZVPD basis set) results for C15H12NO6STi as an isolated structure.

The geometry in XYZ format:
```
36
Properties=species:S:1:pos:R:3
Ti -0.07806 0.81336 -0.07792
O -0.11416 -2.79221 2.70572
C 0.23831 -1.71125 2.04824
O 0.63254 -1.65035 0.91409
C 0.15488 -0.44318 2.85711
C 0.11953 -0.37390 4.24175
C 0.21744 0.87369 4.84093
C 0.37600 2.00445 4.05146
C 0.39414 1.84589 2.67615
N 0.25684 0.64486 2.10070
C 0.69716 2.86881 1.63540
O 0.81818 4.13268 1.90640
O 0.84349 2.47287 0.48766
H -0.05777 -3.57665 2.13791
H 0.04027 -1.27867 4.82743
H 0.20782 0.96434 5.91834
H 0.49102 2.97505 4.51634
H 0.63304 4.36720 2.82554
O -1.92808 -2.43896 -1.01962
C -1.23165 -1.51494 -1.33231
O -1.11948 -0.42267 -0.55353
C -0.41783 -1.49084 -2.58552
C -0.84388 -2.37850 -3.57583
C -0.17726 -2.49538 -4.77823
C 0.95332 -1.72344 -5.00322
C 1.39652 -0.84493 -4.03213
C 0.72417 -0.70744 -2.81657
S 1.47695 0.46749 -1.71460
H -1.72255 -2.97142 -3.36096
H -0.53429 -3.18293 -5.53223
H 1.49399 -1.80315 -5.93695
H 2.27911 -0.24124 -4.19898
C -1.37761 2.21682 -0.93433
H -0.81616 3.03950 -1.37501
H -2.04540 2.60838 -0.15533
H -1.98054 1.74667 -1.70794
```

## Properties
- LUMO level: -5.26 eV
- Energy relative to the best compared isomer or geometry (same formula, charge and spin): 17.8 kcal per mole
- Charge: +1
- HOMO energy: -11.04 eV

***

DFT (ωB97M-V with the def2-TZVPD basis set) results for C47H51GeIrN4O as an isolated structure.

The geometry in XYZ format:
```
105
Properties=species:S:1:pos:R:3
Ir -0.89660 0.22640 0.63660
C -0.05880 1.56130 3.54560
N -0.61570 0.29600 3.06080
C -1.94360 0.11220 3.65850
C 0.28730 -0.81830 3.44300
C 0.63180 -1.72660 2.29450
C 1.20970 -2.96560 2.55040
C 1.59470 -3.78740 1.50770
C 1.38360 -3.38370 0.19880
C 0.78760 -2.15900 -0.06250
C 0.42260 -1.31240 0.98120
H 0.01380 1.56260 4.64040
H -0.70170 2.38700 3.24680
H 0.93700 1.70530 3.13150
H -1.87280 0.04280 4.74990
H -2.39280 -0.79850 3.27470
H -2.58240 0.95380 3.39860
H -0.15480 -1.40680 4.25370
H 1.23230 -0.41230 3.81840
H 1.34480 -3.28640 3.57220
H 2.05860 -4.74100 1.71000
H 1.65990 -4.02900 -0.62270
H 0.56440 -1.89880 -1.09000
C 1.18230 2.95880 0.57800
N -0.00640 2.31250 0.02080
C 0.28400 1.96980 -1.38010
C -1.13650 3.26100 0.06230
C -2.45980 2.55970 -0.06210
C -3.52250 3.14760 -0.73580
C -4.77240 2.55680 -0.71740
C -4.97930 1.40190 0.01560
C -3.91960 0.80590 0.68530
C -2.64820 1.34110 0.58890
H 1.49470 3.80140 -0.04670
H 2.00640 2.24670 0.62460
H 0.98210 3.32740 1.57990
H 0.47820 2.87590 -1.96820
H -0.55450 1.44180 -1.84020
H 1.17590 1.34080 -1.41710
H -1.01480 4.03310 -0.70820
H -1.12670 3.77010 1.03210
H -3.35870 4.07180 -1.27210
H -5.59030 3.01100 -1.25540
H -5.95620 0.94640 0.06720
H -4.10230 -0.09210 1.25860
C -6.06900 -3.79740 0.64930
N -4.67740 -3.44410 0.75670
N -4.04330 -2.65900 -0.17160
C -2.85530 -2.20990 0.36460
O -2.09730 -1.39620 -0.22920
C -2.76360 -2.79530 1.64540
C -3.91100 -3.52390 1.85990
C -4.36350 -4.22380 3.08100
C -4.37680 -2.74450 -1.54370
C -4.29200 -1.62580 -2.36080
C -4.60970 -1.74500 -3.70380
C -5.02750 -2.96100 -4.22330
C -5.09930 -4.07830 -3.40530
C -4.76040 -3.97620 -2.06900
H -6.51900 -3.25630 -0.18170
H -6.58750 -3.52350 1.56890
H -6.20140 -4.86830 0.48630
H -1.92060 -2.71400 2.29550
H -3.52540 -4.41170 3.74380
H -4.85110 -5.16590 2.84850
H -5.08090 -3.59820 3.61150
H -3.97920 -0.68240 -1.94480
H -4.54440 -0.87910 -4.34550
H -5.29070 -3.04210 -5.26670
H -5.41680 -5.03070 -3.80510
H -4.77730 -4.85520 -1.44360
C 6.08900 3.68510 -0.30460
C 5.34820 3.23540 -1.38470
C 4.59190 2.08230 -1.26600
C 4.56770 1.38470 -0.06980
C 5.32960 1.81230 1.00180
C 6.08570 2.97110 0.88160
Ge 3.26910 -0.21260 0.06000
C 3.71680 -0.89790 -1.80900
C 2.88200 -0.73430 -2.90250
C 3.28180 -1.16620 -4.15660
C 4.51100 -1.78370 -4.31430
C 5.35250 -1.93310 -3.22550
C 4.97150 -1.45860 -1.98190
C 4.00260 -1.44230 1.48030
C 3.98350 -1.07980 2.82040
C 4.44830 -1.94950 3.79260
C 4.96370 -3.18430 3.42930
C 4.98540 -3.54840 2.09510
C 4.47510 -2.69890 1.12980
H 6.68110 4.58380 -0.38800
H 5.36950 3.75880 -2.32910
H 4.03760 1.72050 -2.11880
H 5.35800 1.24470 1.92110
H 6.68230 3.29470 1.72110
H 1.91080 -0.27090 -2.78940
H 2.63290 -1.00930 -5.00450
H 4.82310 -2.12750 -5.28820
H 6.31970 -2.39710 -3.33510
H 5.65720 -1.52190 -1.14870
H 3.61410 -0.10150 3.10900
H 4.40800 -1.66030 4.83180
H 5.33730 -3.86470 4.18100
H 5.38320 -4.50670 1.80090
H 4.45740 -3.01550 0.09820
```

## Properties
- LUMO level (spin up / spin down): -7.55 / -7.55 eV
- Charge: +2
- HOMO energy (spin up / spin down): -12.46 / -12.46 eV

***

Please write out number 5 again, unchanged.
DFT (ωB97M-V with the def2-TZVPD basis set) results for C15H12NO6STi as an isolated structure.

The geometry in XYZ format:
```
36
Properties=species:S:1:pos:R:3
Ti -0.07806 0.81336 -0.07792
O -0.11416 -2.79221 2.70572
C 0.23831 -1.71125 2.04824
O 0.63254 -1.65035 0.91409
C 0.15488 -0.44318 2.85711
C 0.11953 -0.37390 4.24175
C 0.21744 0.87369 4.84093
C 0.37600 2.00445 4.05146
C 0.39414 1.84589 2.67615
N 0.25684 0.64486 2.10070
C 0.69716 2.86881 1.63540
O 0.81818 4.13268 1.90640
O 0.84349 2.47287 0.48766
H -0.05777 -3.57665 2.13791
H 0.04027 -1.27867 4.82743
H 0.20782 0.96434 5.91834
H 0.49102 2.97505 4.51634
H 0.63304 4.36720 2.82554
O -1.92808 -2.43896 -1.01962
C -1.23165 -1.51494 -1.33231
O -1.11948 -0.42267 -0.55353
C -0.41783 -1.49084 -2.58552
C -0.84388 -2.37850 -3.57583
C -0.17726 -2.49538 -4.77823
C 0.95332 -1.72344 -5.00322
C 1.39652 -0.84493 -4.03213
C 0.72417 -0.70744 -2.81657
S 1.47695 0.46749 -1.71460
H -1.72255 -2.97142 -3.36096
H -0.53429 -3.18293 -5.53223
H 1.49399 -1.80315 -5.93695
H 2.27911 -0.24124 -4.19898
C -1.37761 2.21682 -0.93433
H -0.81616 3.03950 -1.37501
H -2.04540 2.60838 -0.15533
H -1.98054 1.74667 -1.70794
```

## Properties
- LUMO level: -5.26 eV
- Energy relative to the best compared isomer or geometry (same formula, charge and spin): 17.8 kcal per mole
- Charge: +1
- HOMO energy: -11.04 eV